Molecular formula: C29H44O8
Method: DFT, the ωB97M-V functional and the def2-TZVPD basis

Last columns: bonded neighbours and bond lengths (Å).
CARTESIAN COORDINATES (ANGSTROEM)
1 C 6.23 -1.20 0.19  C2 1.324, H26 1.081, H27 1.084
2 C 5.09 -0.52 0.25  C1 1.324, C3 1.510, H28 1.086
3 C 3.83 -1.09 0.87  C2 1.510, C4 1.502, H29 1.092, H30 1.089
4 C 2.61 -0.65 0.12  C3 1.502, C5 1.339, C24 1.499
5 C 1.92 -1.40 -0.76  C4 1.339, C6 1.512, C9 1.492
6 C 2.32 -2.82 -1.09  C5 1.512, O7 1.415, H31 1.090, H32 1.093
7 O 3.68 -2.91 -1.46  C6 1.415, C8 1.411
8 C 3.88 -2.93 -2.86  O7 1.411, H33 1.096, H34 1.094, H35 1.088
9 C 0.71 -0.86 -1.45  C5 1.492, O10 1.214, C11 1.496
10 O 0.06 -1.56 -2.20  C9 1.214
11 C 0.33 0.57 -1.22  C9 1.496, O12 1.349, C16 1.340
12 O -0.66 1.09 -1.98  C11 1.349, C13 1.439
13 C -1.95 0.45 -1.95  O12 1.439, C14 1.515, H36 1.091, H37 1.091
14 C -3.01 1.48 -1.62  C13 1.515, C15 1.543, H38 1.092, H39 1.089
15 C -4.41 0.85 -1.79  C14 1.543, H40 1.088, H41 1.087, H42 1.094
16 C 1.03 1.34 -0.37  C11 1.340, C17 1.500, C24 1.485
17 C 0.75 2.79 -0.15  C16 1.500, C18 1.514, H43 1.091, H44 1.089
18 C 1.79 3.68 -0.78  C17 1.514, C19 1.392, C23 1.389
19 C 2.27 4.80 -0.10  C18 1.392, C20 1.384, H45 1.083
20 C 3.24 5.61 -0.67  C19 1.384, C21 1.388, H46 1.082
21 C 3.74 5.33 -1.93  C20 1.388, C22 1.388, H47 1.082
22 C 3.26 4.23 -2.63  C21 1.388, C23 1.386, H48 1.082
23 C 2.29 3.41 -2.05  C18 1.389, C22 1.386, H49 1.084
24 C 2.15 0.75 0.40  C4 1.499, C16 1.485, O25 1.215
25 O 2.69 1.41 1.27  C24 1.215
26 H 7.13 -0.78 -0.23  C1 1.081
27 H 6.28 -2.22 0.55  C1 1.084
28 H 5.04 0.50 -0.11  C2 1.086
29 H 3.74 -0.70 1.89  C3 1.092
30 H 3.89 -2.17 0.89  C3 1.089
31 H 1.67 -3.19 -1.89  C6 1.090
32 H 2.16 -3.45 -0.22  C6 1.093
33 H 3.49 -2.02 -3.34  C8 1.096
34 H 3.40 -3.80 -3.32  C8 1.094
35 H 4.95 -2.98 -3.03  C8 1.088
36 H -2.14 0.00 -2.92  C13 1.091
37 H -1.97 -0.35 -1.20  C13 1.091
38 H -2.89 1.80 -0.58  C14 1.092
39 H -2.89 2.35 -2.26  C14 1.089
40 H -4.98 0.88 -0.86  C15 1.088
41 H -4.98 1.32 -2.58  C15 1.087
42 H -4.33 -0.21 -2.06  C15 1.094
43 H 0.75 2.98 0.93  C17 1.091
44 H -0.24 3.04 -0.53  C17 1.089
45 H 1.90 5.02 0.89  C19 1.083
46 H 3.61 6.47 -0.12  C20 1.082
47 H 4.50 5.95 -2.39  C21 1.082
48 H 3.62 3.99 -3.62  C22 1.082
49 H 1.93 2.56 -2.62  C23 1.084
50 C -8.17 -1.15 -1.18  O51 1.416, H56 1.089, H57 1.092, H58 1.096
51 O -7.41 -1.32 -2.36  C50 1.416, C52 1.418
52 C -6.69 -2.54 -2.41  O51 1.418, C53 1.513, H59 1.095, H60 1.095
53 C -7.39 -3.58 -3.25  C52 1.513, O54 1.417, H61 1.094, H62 1.095
54 O -8.64 -3.97 -2.70  C53 1.417, C55 1.415
55 C -9.75 -3.34 -3.31  O54 1.415, H63 1.095, H64 1.092, H65 1.089
56 H -8.86 -0.32 -1.35  C50 1.089
57 H -8.74 -2.05 -0.94  C50 1.092
58 H -7.52 -0.90 -0.33  C50 1.096
59 H -6.53 -2.93 -1.40  C52 1.095
60 H -5.71 -2.34 -2.85  C52 1.095
61 H -6.76 -4.48 -3.30  C53 1.094
62 H -7.53 -3.21 -4.27  C53 1.095
63 H -9.95 -3.77 -4.30  C55 1.095
64 H -9.60 -2.26 -3.41  C55 1.092
65 H -10.62 -3.52 -2.67  C55 1.089
66 C 4.79 1.40 6.39  O67 1.415, H72 1.089, H73 1.092, H74 1.096
67 O 4.65 0.00 6.22  C66 1.415, C68 1.417
68 C 3.55 -0.56 6.91  O67 1.417, C69 1.513, H75 1.095, H76 1.094
69 C 2.36 -0.79 6.00  C68 1.513, O70 1.416, H77 1.095, H78 1.095
70 O 1.83 0.43 5.50  C69 1.416, C71 1.418
71 C 2.26 0.74 4.18  O70 1.418, H79 1.095, H80 1.092, H81 1.088
72 H 5.50 1.75 5.64  C66 1.089
73 H 3.83 1.91 6.24  C66 1.092
74 H 5.17 1.63 7.38  C66 1.096
75 H 3.26 0.08 7.75  C68 1.095
76 H 3.87 -1.53 7.31  C68 1.094
77 H 1.57 -1.28 6.56  C69 1.095
78 H 2.65 -1.45 5.17  C69 1.095
79 H 1.77 0.10 3.45  C71 1.095
80 H 3.35 0.63 4.08  C71 1.092
81 H 2.00 1.77 3.99  C71 1.088

Properties
2S+1 = 1
HOMO level = -9.0 eV
Kohn-Sham gap = 0.2862 hartree